Run a
{
  "formula": "C36H90N6O12",
  "method": "ωB97M-V with the def2-TZVPD basis set",
  "e_homo_ha": -0.311,
  "smiles": "COCCNCCOC.COCCNCCOC.COCCNCCOC.COCCNCCOC.COCCNCCOC.COCCNCCOC",
  "gap_ev": 8.884,
  "spin_multiplicity": 1,
  "elements": ["C", "H", "C", "O", "C", "N", "H", "H", "H", "H", "H", "H", "O", "H", "H", "N", "H", "H", "C", "C", "H", "H", "H", "C", "H", "H", "O", "C", "C", "H", "H", "H", "C", "C", "C", "N", "H", "H", "C", "C", "H", "H", "H", "C", "H", "H", "C", "H", "O", "H", "H", "H", "H", "O", "H", "H", "C", "H", "H", "C", "H", "H", "H", "N", "H", "H", "H", "H", "H", "O", "H", "C", "C", "H", "H", "H", "C", "C", "H", "H", "H", "H", "H", "C", "H", "H", "O", "O", "C", "H", "H", "H", "C", "H", "H", "H", "H", "H", "O", "H", "O", "H", "H", "H", "C", "O", "H", "H", "H", "H", "C", "H", "C", "C", "C", "C", "H", "H", "H", "H", "H", "H", "O", "C", "C", "C", "H", "H", "N", "H", "H", "H", "H", "H", "H", "C", "H", "C", "H", "H", "H", "C", "H", "N"],
  "positions_angstrom": [[-1.62665, 10.43696, 4.43105], [-4.78252, 23.29057, 13.85146], [-4.31342, 13.24285, 6.32703], [-4.74818, 18.62681, 8.10837], [-8.25564, 22.46410, 9.13519], [-10.42222, 23.13528, 10.45412], [-12.50610, 27.41522, 12.05884], [-9.49845, 17.22067, 7.77537], [-5.42578, 15.25654, 8.65219], [-5.87673, 15.95923, 3.98176], [-8.37401, 17.02227, 6.26287], [-11.71829, 26.76266, 13.53963], [-5.03581, 17.77628, 3.51815], [-9.47312, 24.15416, 11.99668], [-2.96061, 19.02215, 6.77297], [-1.32535, 22.98264, 13.11528], [-6.72811, 15.01202, 9.54063], [-7.51787, 21.66528, 9.21059], [-6.31312, 15.82080, 8.93916], [-2.70400, 17.25933, 7.75439], [-11.65442, 24.71866, 12.21512], [-5.37417, 21.30244, 12.45342], [-3.83217, 16.30189, 4.16426], [-3.78651, 22.85332, 13.92123], [-11.74829, 25.62410, 10.72976], [-3.35096, 13.63708, 6.65315], [-13.82618, 16.50557, 4.64069], [-8.00344, 15.24365, 5.60331], [-6.22879, 16.98254, 3.85140], [-1.00264, 10.92401, 3.68172], [-1.23593, 7.82629, 7.25655], [-2.36793, 6.71504, 6.64262], [-11.91327, 16.58940, 6.36463], [-8.83962, 17.94316, 10.24673], [-8.41581, 22.27941, 6.77034], [-2.81913, 16.67304, 9.09791], [-2.20653, 15.07990, 11.32824], [-11.32912, 15.70871, 6.63156], [-2.15923, 15.32354, 9.09384], [-2.21009, 11.00465, 6.76382], [-3.12628, 16.55284, 7.03979], [-5.00494, 20.71217, 7.80107], [-12.73485, 18.22243, 4.37635], [-6.87187, 17.42950, 5.07038], [-11.28093, 28.28576, 12.77452], [-8.42184, 14.66452, 7.62804], [-3.74295, 10.96585, 6.38012], [-4.27190, 19.92675, 12.55612], [-10.53966, 26.50785, 11.90275], [-2.48844, 24.67639, 13.69625], [-1.19965, 22.09062, 13.57202], [-9.00855, 14.86069, 5.42670], [-5.87041, 16.66980, 9.46002], [-2.03705, 8.09313, 5.15450], [-6.28738, 17.13689, 5.94263], [-7.30439, 14.80966, 4.88841], [-4.56426, 13.51669, 11.24912], [-2.68079, 14.82459, 8.27706], [-8.02078, 18.64872, 10.38731], [-13.27887, 16.15479, 5.94014], [1.34420, 22.71187, 12.32330], [-3.71825, 16.60729, 9.55328], [-1.74328, 12.22762, 5.47402], [-12.04975, 17.70503, 7.34371], [-8.85081, 21.92565, 11.26280], [-1.07768, 15.42449, 9.00351], [-13.49832, 15.11314, 6.17448], [-0.66692, 24.09661, 11.43099], [-14.35017, 18.58013, 4.98513], [-3.97012, 21.41884, 13.78218], [-10.81678, 19.16587, 6.28163], [-3.91932, 17.38726, 4.21404], [-9.57145, 18.27813, 8.02947], [-0.52442, 19.11929, 11.47366], [-11.70038, 17.27946, 8.19043], [-0.11363, 9.07281, 5.12259], [-9.92817, 24.42366, 11.04358], [-2.55998, 14.55983, 10.43790], [-0.75164, 8.69572, 3.56912], [-4.91982, 13.08190, 7.21837], [-7.76890, 23.39221, 9.43486], [-3.13957, 17.94735, 3.69792], [-1.91405, 10.06635, 7.23293], [-1.56169, 7.37379, 6.31993], [-3.95460, 10.03517, 5.85368], [-5.58395, 13.81537, 11.00597], [0.24610, 20.86414, 12.08462], [-3.99686, 14.51942, 10.54947], [0.53495, 22.26989, 11.74203], [-3.60149, 21.45394, 11.87663], [-2.12401, 13.56244, 10.49472], [-1.51524, 22.57399, 11.10316], [-1.04925, 9.02182, 4.56570], [-7.53757, 22.89950, 6.59068], [-4.12480, 10.70484, 7.36713], [-7.85616, 21.36169, 6.95115], [-8.62549, 18.75239, 7.76810], [-9.82958, 21.22731, 10.19397], [-4.27635, 12.03416, 5.60523], [-6.95138, 14.06762, 7.13165], [-9.88197, 18.45290, 9.41276], [-1.62661, 17.39039, 7.65363], [-9.14304, 17.87128, 11.29118], [-3.95570, 17.77483, 5.23215], [-9.30009, 22.17401, 10.30126], [-7.11320, 16.14700, 7.91156], [-4.33159, 13.64737, 12.30594], [0.48221, 19.87402, 10.25918], [-9.00660, 22.26464, 5.85444], [-4.30666, 12.50066, 10.95003], [-5.35645, 19.74126, 7.45198], [-6.40973, 19.82570, 7.71952], [-2.61057, 23.66320, 13.31335], [-11.05171, 25.25631, 11.48316], [-3.32916, 18.61046, 7.71253], [-0.28801, 20.07411, 11.00404], [-2.95084, 23.71542, 12.27914], [-9.13722, 24.91708, 10.47875], [-3.44764, 22.90507, 14.95592], [-1.12999, 20.54397, 10.49570], [-10.52015, 23.31765, 9.46555], [-14.01056, 16.48926, 6.67557], [-9.01671, 22.64584, 7.92542], [-7.52543, 14.99376, 7.10253], [-4.32813, 21.01529, 12.56049], [-0.78257, 23.05999, 11.74743], [-7.17063, 18.47776, 5.07200], [-2.15397, 11.73403, 7.57188], [-1.38725, 11.29527, 5.62916], [-8.48360, 16.93008, 10.05957], [-14.24195, 18.15900, 3.38194], [-11.22888, 19.54440, 7.89503], [-0.84248, 6.65349, 5.93004], [-11.38075, 16.95605, 5.48709], [-2.73911, 19.19129, 8.42146], [-13.77956, 17.91389, 4.33809], [-6.98321, 16.95707, 3.06508], [-10.90375, 18.71318, 7.26936], [-2.66503, 10.45462, 4.10005], [-4.72839, 14.16300, 5.91567], [0.84769, 22.42880, 10.71002], [-11.56176, 27.25108, 12.57784], [-5.26090, 19.64102, 6.37081], [-8.12583, 16.68910, 5.34227]]
}



Run b
{
  "formula": "C36H90N6O12",
  "method": "ωB97M-V with the def2-TZVPD basis set",
  "e_homo_ha": -0.286,
  "gap_ev": 8.304,
  "spin_multiplicity": 1,
  "elements": ["O", "H", "C", "H", "H", "C", "H", "H", "C", "H", "H", "H", "H", "H", "C", "N", "O", "H", "H", "H", "C", "H", "H", "H", "C", "H", "H", "C", "O", "C", "H", "H", "C", "H", "O", "H", "H", "H", "H", "C", "N", "C", "H", "H", "H", "H", "H", "H", "C", "H", "C", "H", "H", "H", "O", "C", "C", "C", "O", "C", "C", "H", "H", "H", "N", "H", "C", "H", "O", "C", "H", "C", "H", "H", "H", "H", "H", "H", "H", "O", "C", "C", "H", "H", "C", "H", "H", "H", "H", "H", "H", "N", "C", "H", "O", "H", "H", "C", "H", "C", "H", "H", "H", "C", "C", "H", "H", "H", "H", "H", "C", "H", "N", "H", "H", "C", "H", "H", "N", "H", "H", "H", "H", "H", "H", "H", "C", "H", "C", "H", "C", "H", "H", "H", "C", "H", "O", "O", "H", "C", "H", "O", "H", "H"],
  "positions_angstrom": [[-1.81996, 1.45095, -6.18601], [-5.77305, -1.90250, -7.63224], [-4.04255, -1.02119, -0.81230], [-0.72447, -1.69886, 3.16937], [1.41678, -0.07765, -5.17081], [6.25378, 1.70435, -1.38134], [-3.69206, 1.09723, -1.05568], [4.87142, 2.56816, 6.90772], [1.98910, 0.30121, 0.10424], [-1.69120, 2.07967, -1.88869], [-3.19904, 0.16097, -2.41865], [6.83969, -0.21279, -2.80859], [2.37150, -0.90365, -3.30216], [1.62301, 0.48053, 1.11960], [-0.25038, 0.02431, 5.72303], [-4.64826, -0.20735, -6.08072], [-1.24085, 3.57431, 8.77177], [-0.44083, 1.53878, 8.97960], [0.78124, 2.32298, -1.47944], [-1.38933, -0.57082, -0.59625], [-0.38691, 2.15852, 6.93056], [-2.37670, 0.22060, 1.84082], [5.07911, -1.47698, 0.64901], [-3.30257, -1.14292, -7.42337], [2.50227, 0.04716, -5.14608], [2.85711, -0.16110, -6.15651], [5.05259, 0.66309, 2.51318], [-4.18330, -0.48869, -7.42333], [-2.06166, -2.60075, 4.45704], [-3.06835, 1.67258, -5.50616], [-1.93052, -2.39502, -1.07246], [3.41170, 0.76430, 2.03805], [-3.67004, 0.32968, -5.13203], [-3.11567, 2.95045, 9.41483], [-6.19962, -0.12374, -8.59061], [-0.02309, 2.06951, 0.10317], [5.12990, -2.29667, -2.83992], [-4.54266, -4.10260, -1.81217], [-0.71743, 2.32728, -7.58944], [6.22929, -0.66665, -2.02414], [3.67313, 1.37164, 3.98806], [-1.24536, 2.65300, -6.69379], [2.13101, 1.04916, -2.93451], [0.33451, 1.36980, 4.04272], [-7.44224, 0.06499, -10.17877], [-1.95629, 3.46503, -6.85190], [0.56577, 2.91372, 8.69625], [-3.78912, 0.38952, -7.95770], [3.85472, -0.97495, 3.26143], [-1.40713, -5.09035, 0.33568], [-1.54137, -3.42324, -1.05455], [5.62473, 2.33744, -0.75638], [-3.09492, -4.98450, 2.26858], [-2.37190, -0.89175, 3.31725], [3.91552, -1.93690, 2.24061], [-7.32489, -0.60604, -9.32142], [-1.56301, -1.42020, 3.81629], [-0.14934, 0.40689, 4.24671], [6.02172, 0.36392, -1.06227], [0.49413, -2.49462, -1.92013], [-5.27936, -1.14252, -8.25020], [0.49086, -0.39314, 3.84251], [3.70806, 2.34550, 3.70163], [2.87522, -1.15286, 3.71103], [4.44756, -0.57031, -3.68226], [-7.28386, -1.66169, -9.56551], [-2.35476, -4.22893, 2.52841], [0.93553, -1.60730, -1.45416], [0.91479, 0.39460, -0.81241], [5.19028, -2.04325, 1.57393], [-2.79056, 2.72408, 7.72370], [-0.40767, 2.48727, 8.43026], [5.98628, 1.94207, -2.42041], [4.64634, -1.15641, 4.00691], [3.13894, 4.72960, 6.30399], [-3.66414, 2.26477, -6.20344], [-4.82984, -1.66063, -9.10580], [6.77574, -1.44205, -1.48368], [-3.82853, -1.19981, 0.25371], [2.88957, 1.37241, -4.82802], [-2.03704, -4.21578, 0.12474], [4.03101, 0.49814, 2.89672], [-3.68847, -3.82837, 4.25630], [3.86217, 5.54105, 4.81077], [-1.38058, 0.38118, 2.24453], [-5.72647, -2.79061, -1.74862], [-2.90149, 2.21956, -4.56904], [3.10554, -1.93873, -4.48612], [-3.07272, 4.36735, 8.26050], [5.99857, -1.67716, 2.20787], [-1.11861, -2.98450, 1.39470], [-1.06202, 0.90460, 6.56176], [-4.79087, -3.17046, -1.31010], [-0.92175, 2.97641, 6.43079], [-0.11819, -3.31847, -0.94961], [-0.62286, -0.29471, 1.83958], [2.79454, 1.02301, -0.06872], [-3.22731, 0.14011, -1.32069], [5.33068, -3.10525, 1.38342], [-2.62347, 3.42233, 8.55779], [-3.60839, -2.62955, 3.12477], [-5.52500, 0.28967, -6.15893], [0.62783, 2.30139, 6.55350], [4.27477, 2.56847, 5.99694], [2.13980, 1.81565, -3.71374], [4.57331, 0.43109, -3.62837], [-1.79824, -3.80451, -2.05064], [4.20377, -1.38074, -1.66966], [2.60818, 2.71578, -3.31917], [1.10439, 2.03752, -3.98803], [3.12163, -0.90922, -4.11221], [-0.49810, 3.00527, -5.97201], [-1.85225, 0.28467, -0.85783], [-0.79395, 0.82164, -2.60237], [0.74810, -0.08324, 6.14605], [-2.93666, -3.34147, 3.62695], [-4.36233, 0.48757, -4.29718], [5.62778, 1.16372, 4.79097], [-2.02948, -3.42460, 1.36316], [-1.45776, -4.73499, 2.91337], [7.31099, 1.95384, -1.23888], [1.31799, -3.08089, -2.33809], [4.35787, 0.41798, 5.68089], [-3.03629, -4.55579, -0.16296], [-1.14921, 1.39141, 1.87578], [-0.23504, -2.19335, -2.67700], [4.01862, 4.90286, 5.67603], [-0.72640, -0.96068, 5.72383], [4.60402, 1.34183, 5.14516], [-5.01487, -3.39847, -0.26180], [0.20283, 1.62241, -0.86544], [4.70206, 5.41458, 6.36673], [3.20106, 2.48215, 6.15696], [-1.08417, -0.85660, 4.61808], [4.91167, -1.27549, -2.50254], [2.37128, -0.71444, 0.03397], [-1.41677, 0.38696, 3.64733], [-3.80871, -2.19340, -1.54210], [-1.86350, 1.19300, 6.01335], [-1.05606, 1.23051, -1.61485], [-8.23821, -0.33891, -8.77628], [4.54825, 3.69053, 5.17294], [-3.02178, -0.51843, -4.91673], [-5.10178, -0.72611, -0.82175]]
}



Result of the stability comparison: run b is the most stable of them.



Run a
{
  "formula": "C7H8N2OS",
  "method": "ωB97M-V with the def2-TZVPD basis set",
  "e_homo_ha": [-0.261, -0.231],
  "gap_ev": [5.283, 3.660],
  "spin_multiplicity": 1,
  "elements": ["H", "C", "H", "H", "C", "C", "H", "O", "C", "N", "C", "H", "H", "H", "N", "S", "C", "C", "H"],
  "positions_angstrom": [[0.30198, 0.38072, 4.14927], [0.24030, 0.94651, -3.96425], [2.74847, -0.59951, 0.27583], [0.27115, 2.03950, -3.44210], [-1.37592, -0.16602, 2.72343], [-0.51927, -0.65304, 0.48030], [0.01477, 0.80597, -5.00481], [-0.69654, 0.08410, -3.34602], [-1.53892, -0.64163, 1.42809], [1.82329, -0.93358, 0.12416], [0.98492, 0.05662, 2.29361], [1.18977, 0.56351, -3.66753], [2.01238, 0.25817, 2.47452], [-2.11290, -0.15113, 3.52559], [-0.65977, 0.23619, -1.96122], [-0.95140, -1.09966, -1.19482], [-0.09096, 0.12004, 3.17386], [0.83355, -0.44434, 0.90850], [-2.47490, -0.80242, 1.02358]]
}



Run b
{
  "formula": "C7H8N2OS",
  "method": "ωB97M-V with the def2-TZVPD basis set",
  "e_homo_ha": -0.286,
  "gap_ev": 7.779,
  "spin_multiplicity": 1,
  "elements": ["H", "H", "O", "H", "C", "C", "S", "H", "N", "H", "C", "C", "H", "N", "H", "C", "C", "C", "H"],
  "positions_angstrom": [[-2.01324, -0.69390, -1.93875], [4.01225, -2.49318, 0.07807], [0.86055, 2.54132, -0.14010], [-0.93124, 0.52747, 1.98788], [-1.66207, 0.70598, 1.20311], [2.34925, 0.51694, 0.15694], [3.95750, -0.04084, 0.33627], [-1.54296, 1.72570, 0.83761], [2.08579, -1.77107, -0.25743], [-2.38501, 0.96280, -1.40940], [1.12208, 1.38277, -0.17641], [3.34839, -1.65357, 0.02875], [-1.25856, -1.28519, 0.35575], [0.45150, 0.24477, -0.59490], [-3.38750, -0.39276, -0.87461], [1.55250, -0.55173, -0.21177], [-2.36489, -0.08407, -1.11301], [-1.53177, -0.27176, 0.09054], [-2.66256, 0.63032, 1.64146]]
}



Result of the stability comparison: run b is the most stable of them.